Record 1
Entry from the OMol25 dataset: a 13-piece molecular cluster, C5H39N2O13 overall in a non-equilibrium geometry (ωB97M-V/def2-TZVPD).

Summary:
Electronic energy = -35408.6464 eV
Energy above the lowest of the compared OMol25 structures with the same formula, charge and spin = 109.5 kcal/mol
LUMO energy = -2.60 eV
HOMO-LUMO gap = 0.3684 Ha
Charge = +1
HOMO level = -12.6 eV

Last column: Löwdin charge in e.
Cartesian coordinates (Å):
C (0.452, 0.581, -0.168)  -0.16
N (-0.298, 1.824, 0.173)  -0.08
C (0.595, 2.948, 0.539)  -0.18
C (1.461, 2.821, 1.850)  -0.16
C (2.971, 2.432, 1.864)  -0.23
O (3.448, 1.262, 1.195)  -0.08
C (-0.442, -0.639, -0.201)  -0.14
N (-0.979, -0.869, 1.159)  0.13
H (1.193, 0.530, 0.618)  0.08
H (0.936, 0.795, -1.138)  0.13
H (-0.882, 1.594, 0.981)  0.05
H (-0.104, 3.786, 0.704)  0.11
H (1.265, 3.225, -0.271)  0.12
H (0.850, 2.203, 2.554)  0.10
H (1.409, 3.648, 2.564)  0.11
H (3.490, 3.211, 1.306)  0.12
H (3.125, 2.291, 2.926)  0.11
H (2.698, 0.668, 1.147)  0.02
H (0.270, -1.481, -0.385)  0.09
H (-1.250, -0.714, -0.945)  0.10
H (-1.492, -1.743, 1.235)  0.12
H (-0.220, -1.278, 1.797)  0.12
H (-1.451, -0.062, 1.541)  0.06
H (0.653, -4.377, 1.159)  0.08
H (0.153, -3.338, 0.136)  0.02
O (0.285, -3.490, 1.079)  -0.03
H (-2.633, 3.570, -1.268)  0.07
H (-1.825, 2.213, -1.209)  0.02
O (-2.704, 2.615, -1.336)  -0.07
H (-3.092, 1.587, -2.997)  0.02
H (-1.658, 1.654, -3.558)  0.03
O (-2.576, 1.544, -3.821)  -0.06
H (4.412, -1.201, 0.145)  0.06
H (2.827, -1.545, -0.087)  0.00
O (3.706, -1.453, -0.453)  -0.04
H (1.267, -2.078, 3.392)  0.08
H (1.760, -1.822, 1.904)  0.04
O (1.287, -1.458, 2.658)  -0.03
H (-3.899, -0.219, -0.425)  0.07
H (-3.514, 1.190, -0.084)  0.04
O (-3.389, 0.271, 0.235)  -0.05
H (3.029, -0.614, -2.463)  0.06
H (2.261, -0.860, -3.745)  0.08
O (2.123, -0.593, -2.825)  -0.05
H (-0.678, -3.651, -2.798)  0.05
H (0.270, -2.756, -3.281)  0.02
O (0.244, -3.712, -3.101)  -0.06
H (-1.637, 1.693, 3.758)  0.09
H (-1.611, 2.348, 2.419)  0.06
O (-1.718, 1.472, 2.820)  -0.04
H (-1.531, -0.307, -2.661)  -0.01
H (-2.305, -0.993, -3.713)  0.06
O (-1.619, -1.180, -3.052)  -0.05
H (-3.246, -0.426, 2.629)  0.04
H (-3.884, -1.544, 1.757)  0.05
O (-3.144, -1.341, 2.334)  -0.06
H (1.618, -3.504, -1.467)  0.06
H (2.091, -2.146, -1.939)  0.03
O (1.632, -2.581, -1.182)  -0.14


Record 2
Entry from the OMol25 dataset: a 2-piece molecular cluster, C3H11NO2S overall in a non-equilibrium geometry (ωB97M-V/def2-TZVPD).

Summary:
Electronic energy = -19708.7449 eV
Energy above the lowest of the compared OMol25 structures with the same formula, charge and spin = 18.0 kcal/mol
LUMO energy = 0.53 eV
HOMO-LUMO gap = 0.3681 Ha
HOMO level = -9.5 eV

Last column: Löwdin charge in e.
Cartesian coordinates (Å):
N (0.421, 1.426, -0.847)  0.02
C (-0.485, 1.093, 0.274)  -0.46
C (0.060, -0.023, 1.213)  -0.20
O (1.062, -0.860, 0.620)  -0.08
C (-0.772, 2.314, 1.092)  -0.51
S (-1.395, 3.794, 0.153)  0.69
H (0.074, 2.268, -1.295)  0.03
H (0.422, 0.724, -1.580)  0.07
H (-1.453, 0.817, -0.163)  0.13
H (0.486, 0.382, 2.134)  0.12
H (-0.806, -0.696, 1.387)  0.12
H (0.989, -0.572, -0.307)  0.06
H (-1.473, 2.075, 1.888)  0.08
H (0.102, 2.873, 1.449)  0.07
H (-2.360, 3.206, -0.598)  -0.14
O (1.550, -6.669, -1.876)  -0.07
H (2.380, -6.256, -2.153)  0.03
H (1.197, -5.895, -1.394)  0.04


Record 3
Entry from the OMol25 dataset: an isolated ion of composition C6H14NS and charge +1 in a non-equilibrium geometry (ωB97M-V/def2-TZVPD).

Summary:
Electronic energy = -18762.9816 eV
Energy above the lowest of the compared OMol25 structures with the same formula, charge and spin = 117.7 kcal/mol
LUMO energy = -3.01 eV
HOMO-LUMO gap = 0.3551 Ha
Charge = +1
HOMO level = -12.7 eV

Last column: Löwdin charge in e.
Cartesian coordinates (Å):
C (-1.825, 1.434, 1.188)  -0.26
C (0.230, 2.407, -0.373)  -0.10
C (-0.503, -1.716, -0.605)  -0.23
C (-0.630, -0.448, -1.195)  -0.26
C (0.506, -0.028, 1.140)  -0.23
C (0.675, -1.575, 0.416)  -0.34
N (1.943, -1.528, -0.273)  0.01
S (-0.624, 0.911, 0.193)  1.00
H (-2.408, 0.672, 1.734)  0.05
H (-2.470, 2.154, 0.594)  0.06
H (1.226, 2.211, -0.418)  0.04
H (-0.152, 2.672, -1.278)  0.04
H (-1.329, -1.917, 0.210)  0.17
H (-0.492, -2.531, -1.301)  0.13
H (0.204, -0.297, -1.925)  0.12
H (-1.425, -0.377, -1.861)  0.09
H (0.238, -0.002, 2.217)  0.11
H (1.604, 0.251, 1.049)  0.12
H (0.658, -2.310, 1.315)  0.17
H (2.748, -1.954, 0.166)  0.10
H (-0.013, 3.228, 0.286)  0.09
H (1.840, -1.257, -1.278)  0.10


Record 4
Entry from the OMol25 dataset: a 2-piece molecular cluster, C3H10NO overall in a non-equilibrium geometry (ωB97M-V/def2-TZVPD).

Summary:
Electronic energy = -6803.1434 eV
Energy above the lowest of the compared OMol25 structures with the same formula, charge and spin = 26.9 kcal/mol
LUMO energy = -3.62 eV
HOMO-LUMO gap = 0.3623 Ha
Charge = +1
HOMO level = -13.5 eV

Last column: Löwdin charge in e.
Cartesian coordinates (Å):
C (1.907, -1.665, 1.153)  0.01
N (1.407, -0.478, 0.370)  0.15
H (1.263, -1.819, 2.015)  0.11
H (2.929, -1.492, 1.450)  0.10
H (1.787, -2.543, 0.531)  0.10
H (0.418, -0.304, 0.556)  0.12
H (1.854, 0.376, 0.701)  0.17
H (1.466, -0.580, -0.641)  0.16
C (-2.329, 0.164, -0.547)  0.05
C (-1.212, 0.695, -1.022)  -0.27
O (-0.471, 1.540, -0.183)  -0.07
H (-2.780, 0.529, 0.364)  0.08
H (-2.812, -0.564, -1.188)  0.07
H (-0.825, 0.537, -2.023)  0.11
H (-0.120, 2.260, -0.724)  0.11